No. 1
{
  "formula": "C12H16N7O2PbS",
  "method": "wB97M-V/def2-TZVPD",
  "symbols": ["Pb", "C", "C", "C", "C", "C", "C", "H", "H", "H", "H", "H", "H", "N", "N", "C", "N", "N", "N", "O", "O", "H", "H", "H", "H", "H", "C", "C", "C", "C", "N", "C", "S", "N", "H", "H", "H", "H", "H"],
  "coordinates": [[0.23923, 0.53349, -0.80140], [0.65149, -1.49169, -3.65646], [-0.12656, -0.42133, -4.07267], [-1.43759, -0.30024, -3.62194], [-1.96001, -1.23627, -2.73570], [-1.16950, -2.29670, -2.29914], [0.13228, -2.42574, -2.76695], [1.66206, -1.63541, -4.01444], [0.26740, 0.29805, -4.77839], [-2.05476, 0.51198, -3.98261], [-2.98916, -1.15415, -2.40923], [-1.58294, -3.04421, -1.63383], [0.73474, -3.27162, -2.46220], [-1.49206, -0.17983, 1.26461], [-2.66321, 0.58770, 1.28859], [-2.90134, 1.52578, 0.34654], [-3.99036, 2.27036, 0.47396], [-1.99661, 1.61012, -0.62767], [-2.11075, 2.52338, -1.63038], [-1.09862, 2.63525, -2.29633], [-3.14184, 3.13365, -1.84090], [-1.73267, -1.15877, 1.37887], [-0.86598, 0.12851, 2.00648], [-3.21228, 0.60353, 2.13528], [-4.63520, 2.13231, 1.23327], [-4.20817, 2.92352, -0.26603], [3.71998, -0.20061, 4.70102], [3.30764, -0.15156, 3.26442], [3.78596, -1.07596, 2.33323], [3.33446, -0.96065, 1.04175], [2.49336, 0.00947, 0.66378], [2.07698, 0.85108, 1.63347], [0.91586, 2.08869, 1.15014], [2.44571, 0.79869, 2.90798], [4.79277, -0.36678, 4.79022], [3.21754, -1.02942, 5.20375], [3.44724, 0.72569, 5.19844], [4.48332, -1.85049, 2.61700], [3.66155, -1.63982, 0.26344]],
  "forces_ev_per_a": [[0.254, -0.068, -0.198], [0.073, -0.222, 0.184], [-0.049, 0.004, -0.133], [-0.019, -0.053, 0.027], [0.066, 0.019, -0.017], [-0.067, 0.053, -0.043], [-0.032, -0.010, 0.008], [0.005, 0.161, -0.108], [0.016, 0.019, 0.013], [-0.008, 0.022, 0.002], [-0.007, -0.004, 0.012], [0.000, -0.001, 0.013], [0.008, 0.007, 0.019], [0.032, -0.020, 0.011], [-0.021, -0.077, 0.030], [-0.084, 0.173, -0.181], [-0.018, -0.008, 0.011], [0.038, -0.234, 0.398], [-0.233, 0.143, -0.044], [0.297, -0.044, -0.097], [-0.081, 0.055, 0.010], [-0.018, 0.029, -0.006], [-0.010, 0.005, 0.001], [0.026, -0.001, -0.015], [0.019, 0.003, 0.009], [0.010, -0.022, 0.015], [0.011, 0.005, -0.019], [0.083, -0.051, 0.032], [0.038, -0.007, 0.081], [0.027, 0.154, -0.150], [-0.364, 0.025, 0.350], [0.122, -0.226, -0.290], [-0.021, 0.111, 0.129], [-0.093, 0.106, -0.068], [0.010, -0.006, 0.007], [-0.005, -0.005, 0.000], [0.001, 0.001, 0.003], [0.003, -0.005, 0.003], [-0.011, -0.033, 0.002]],
  "mulliken_charge": [0.99, -0.39, -0.54, -0.37, -0.35, -0.42, -0.44, 0.42, 0.40, 0.46, 0.42, 0.44, 0.42, -0.48, -0.18, 0.55, -0.34, -0.24, 1.19, -0.61, -0.74, 0.26, 0.29, 0.19, 0.17, 0.22, -1.15, 0.94, -0.70, -0.29, -0.44, 0.41, -0.39, -0.50, 0.36, 0.29, 0.33, 0.39, 0.44],
  "homo_energy_ev": -11.503,
  "relative_energy_kcal_mol": 3.8,
  "gap_ev": 8.30,
  "lumo_energy_ev": -3.2,
  "charge": 1
}

No. 2
{
  "formula": "C12H16NO7P2S2",
  "method": "wB97M-V/def2-TZVPD",
  "symbols": ["O", "S", "O", "N", "S", "O", "O", "P", "P", "O", "O", "O", "H", "H", "H", "H", "C", "C", "C", "C", "C", "C", "H", "H", "H", "H", "H", "H", "C", "C", "C", "C", "C", "C", "H", "H", "H", "H", "H", "H"],
  "coordinates": [[1.88460, 1.37216, -3.35069], [0.52849, 1.53852, -2.74400], [0.61589, 2.67311, -1.76483], [0.07385, 0.15870, -1.88804], [-1.50606, -0.24665, -2.20500], [-1.78202, -1.50215, -1.43891], [-1.82652, -0.48678, -3.63524], [-2.89517, 1.18911, -1.33123], [-3.63313, 2.41281, -2.98603], [-2.80634, 2.31474, -4.24575], [-5.16293, 1.85223, -3.37591], [-3.71767, 4.02210, -2.56900], [-0.35183, 1.88231, -3.74811], [-2.15834, 1.99863, -0.41422], [-5.10004, 0.90010, -3.48765], [-3.95863, 4.13106, -1.64279], [-1.87033, -0.24837, 1.81177], [-1.78285, 0.47002, 2.99817], [-1.27722, -0.13409, 4.14279], [-0.85012, -1.45506, 4.09796], [-0.93454, -2.17182, 2.91001], [-1.44832, -1.57077, 1.76697], [-2.26909, 0.22798, 0.92009], [-2.10946, 1.50310, 3.03124], [-1.21469, 0.42490, 5.06883], [-0.45062, -1.92543, 4.98869], [-0.59888, -3.20116, 2.87456], [-1.51819, -2.12678, 0.84226], [3.72787, 0.14026, 0.07117], [2.76629, -0.84985, -0.08675], [3.05060, -2.15824, 0.28568], [4.29232, -2.47505, 0.82556], [5.25213, -1.48350, 0.98730], [4.97139, -0.17654, 0.60626], [3.50663, 1.15863, -0.22411], [1.79688, -0.59811, -0.50295], [2.30297, -2.93136, 0.15572], [4.51137, -3.49501, 1.12004], [6.21990, -1.72959, 1.40943], [5.72182, 0.59587, 0.72673]],
  "forces_ev_per_a": [[-2.890, -0.676, 0.332], [4.428, 1.778, 2.338], [-1.515, -1.709, -1.653], [-2.532, 1.214, -2.089], [2.085, -4.296, -1.229], [0.312, 2.801, -0.302], [0.223, 1.664, 2.084], [-1.284, -0.406, 0.873], [1.381, 1.026, -4.033], [-1.060, 0.228, 2.289], [1.361, 1.407, 1.557], [-0.645, -2.240, -0.061], [-0.054, -0.591, 0.534], [0.158, 0.137, -0.934], [0.043, -0.344, -0.136], [-0.109, 0.171, 0.179], [0.027, 0.055, 0.065], [-0.017, -0.050, -0.032], [-0.001, -0.021, -0.017], [-0.019, 0.007, -0.034], [-0.057, 0.127, 0.045], [0.015, -0.108, 0.041], [0.090, -0.265, 0.267], [0.015, -0.016, 0.003], [0.016, 0.000, -0.016], [0.003, 0.012, -0.013], [0.000, 0.017, -0.010], [0.018, 0.100, -0.069], [0.094, -0.019, 0.068], [-0.120, -0.002, -0.011], [0.110, 0.059, 0.058], [-0.036, 0.037, -0.022], [0.001, 0.003, -0.007], [-0.080, -0.054, -0.004], [-0.041, -0.043, -0.045], [0.103, -0.038, 0.005], [-0.010, 0.031, -0.004], [0.007, 0.014, -0.006], [-0.013, 0.001, -0.014], [-0.006, -0.010, 0.002]],
  "mulliken_charge": [-0.68, 0.82, -0.65, -0.30, 0.75, -0.61, -0.55, -0.18, 0.89, -0.59, -0.52, -0.48, 0.21, 0.12, 0.35, 0.31, 0.45, -0.52, -0.36, -0.41, -0.42, -0.42, -0.15, 0.36, 0.35, 0.35, 0.37, 0.44, -0.46, 0.00, -0.56, -0.35, -0.38, -0.33, 0.41, 0.32, 0.40, 0.35, 0.34, 0.35],
  "homo_energy_ev": -6.167,
  "gap_ev": 8.26,
  "lumo_energy_ev": 2.1,
  "charge": -1
}

No. 3
{
  "formula": "C12H16O2Si",
  "method": "wB97M-V/def2-TZVPD",
  "symbols": ["C", "Si", "C", "C", "C", "C", "O", "H", "H", "H", "H", "H", "H", "H", "H", "H", "H", "O", "C", "C", "C", "C", "C", "C", "C", "H", "H", "H", "H", "H", "H"],
  "coordinates": [[3.37787, 0.00270, 1.26743], [1.94305, -0.11251, 0.02793], [0.59789, 1.27995, 0.26908], [2.34488, -0.03178, -1.83722], [1.10800, -1.78262, 0.36123], [1.16998, -2.89970, -0.27902], [1.25691, -3.94279, -0.76370], [3.82928, -1.01881, 1.20609], [3.93450, 0.78633, 1.07727], [3.06059, 0.17419, 2.29456], [-0.53818, 1.06699, 0.37139], [0.84350, 1.78445, 1.11994], [0.57421, 2.15296, -0.51149], [1.60563, 0.63813, -2.35077], [3.36004, 0.37220, -2.11282], [2.31916, -0.96558, -2.43490], [0.56379, -1.91792, 1.37238], [-2.26000, -2.47531, 1.45478], [-2.89320, -2.41216, 0.45832], [-3.52435, -1.10033, 0.09950], [-4.04481, -0.33593, 1.17646], [-4.22450, 1.03660, 0.96621], [-4.08798, 1.59184, -0.32387], [-3.79716, 0.78873, -1.43050], [-3.45074, -0.54789, -1.20195], [-2.95554, -3.19843, -0.26708], [-4.24130, -0.83656, 2.08305], [-4.50864, 1.65762, 1.85469], [-4.26418, 2.81187, -0.43154], [-3.85273, 1.31250, -2.42489], [-3.02599, -1.16755, -2.03237]],
  "forces_ev_per_a": [[-3.451, -4.206, 0.470], [-1.738, -0.065, -0.602], [-1.852, 0.071, -3.010], [0.777, 0.385, -1.127], [-0.713, 1.334, 2.126], [0.272, -0.254, 0.358], [-0.077, -0.656, -0.762], [0.228, 1.111, 0.080], [3.530, 3.574, -1.343], [-0.467, -0.347, 0.078], [1.955, -0.383, -0.179], [0.639, 1.424, 2.745], [0.472, -1.779, 0.937], [0.561, -0.467, 0.632], [-0.855, -0.115, 0.554], [-0.160, 0.122, 0.714], [0.774, 0.240, -1.688], [0.997, -0.878, 1.893], [-0.851, 1.922, -1.484], [-0.566, 0.864, -0.170], [0.852, 0.857, -2.433], [-0.480, 0.000, 0.649], [-0.662, 2.672, 0.529], [-0.161, 1.066, -0.066], [0.424, -0.770, -0.113], [-0.018, -1.021, -0.628], [0.045, -0.165, 1.096], [0.226, -0.458, -1.132], [0.455, -3.551, 0.115], [0.429, -1.092, 0.972], [-0.584, 0.563, 0.789]],
  "mulliken_charge": [-1.12, 0.43, -1.09, -1.10, -0.71, 0.81, -0.41, 0.25, 0.45, 0.34, 0.21, 0.43, 0.31, 0.28, 0.31, 0.34, 0.29, -0.44, -0.30, 0.62, -0.61, -0.32, -0.22, -0.45, -0.28, 0.43, 0.43, 0.32, 0.18, 0.31, 0.32],
  "homo_energy_ev": -8.832,
  "smiles": "C[Si](C)(C)C=C=O.O=Cc1ccccc1",
  "gap_ev": 9.19,
  "lumo_energy_ev": 0.4,
  "charge": 0
}